ORCA calculation (ωB97M-V/def2-TZVPD) on a structure of composition C34H54N2O3Re.

The max |F| comes out at 5.91 eV/A. The calculation puts the HOMO energy (alpha / beta) at -6.4 / -7.2 eV. Its expectation value of S² is 0.753. The value obtained for the orbital gap (alpha / beta) is 6.84 / 7.52 eV. The spin multiplicity is 2.

XYZ file:
```
94
Properties=species:S:1:pos:R:3:lowdin_spin:R:1
Re -0.588 1.669 -0.223 0.68
C 0.391 4.591 -0.535 0.00
N -0.428 3.743 0.360 0.05
C -1.693 4.420 0.712 0.00
C 0.343 3.424 1.599 0.02
C 1.331 2.242 1.526 0.02
N 0.659 0.919 1.300 0.05
C 1.614 -0.122 0.849 0.01
C 2.260 -0.006 -0.516 0.00
C 3.205 -0.993 -0.732 0.00
C 3.884 -1.117 -1.928 0.00
C 3.569 -0.201 -2.927 0.00
C 2.635 0.802 -2.775 0.00
C 1.971 0.911 -1.534 0.01
O 1.083 1.929 -1.371 0.01
C 2.305 1.767 -3.923 0.00
C 2.668 3.207 -3.534 0.00
C 3.097 1.429 -5.183 0.00
C 0.812 1.678 -4.280 0.00
C 4.911 -2.236 -2.110 0.00
C 5.565 -2.189 -3.487 0.00
C 4.218 -3.595 -1.950 0.00
C 6.010 -2.107 -1.049 0.00
C -0.038 0.452 2.548 0.00
C -1.303 -0.316 2.331 0.00
C -1.446 -1.558 2.913 0.00
C -2.648 -2.248 2.840 0.00
C -3.695 -1.616 2.180 0.00
C -3.603 -0.368 1.586 0.00
C -2.369 0.289 1.647 0.01
O -2.178 1.522 1.120 0.02
C -4.803 0.310 0.923 0.00
C -5.102 1.628 1.657 0.00
C -6.062 -0.548 0.991 0.00
C -4.510 0.607 -0.553 0.00
C -2.779 -3.627 3.489 0.00
C -1.733 -4.576 2.892 0.00
C -4.160 -4.236 3.269 0.00
C -2.539 -3.505 4.999 0.00
H 0.463 5.592 -0.102 0.00
H 1.369 4.138 -0.644 0.00
H -0.081 4.632 -1.513 0.00
H -1.481 5.399 1.149 0.00
H -2.276 4.539 -0.199 0.00
H -2.231 3.776 1.400 0.00
H 0.930 4.296 1.907 0.01
H -0.382 3.230 2.386 0.00
H 2.098 2.397 0.771 0.00
H 1.838 2.225 2.497 0.01
H 2.398 -0.192 1.612 0.00
H 1.037 -1.048 0.903 0.00
H 3.406 -1.693 0.074 0.00
H 4.075 -0.280 -3.874 0.00
H 3.717 3.275 -3.237 0.00
H 2.512 3.873 -4.387 0.00
H 2.048 3.542 -2.712 0.00
H 4.175 1.520 -5.031 0.00
H 2.883 0.421 -5.541 0.00
H 2.808 2.132 -5.965 0.00
H 0.184 2.051 -3.479 0.00
H 0.623 2.256 -5.189 0.00
H 0.523 0.642 -4.468 0.00
H 4.834 -2.318 -4.286 0.00
H 6.091 -1.248 -3.653 0.00
H 6.292 -3.000 -3.563 0.00
H 3.407 -3.700 -2.672 0.00
H 4.934 -4.405 -2.110 0.00
H 3.796 -3.709 -0.951 0.00
H 6.498 -1.133 -1.116 0.00
H 5.604 -2.213 -0.042 0.00
H 6.765 -2.884 -1.191 0.00
H 0.679 -0.161 3.101 0.00
H -0.233 1.345 3.142 0.00
H -0.597 -1.989 3.436 0.00
H -4.641 -2.127 2.125 0.00
H -5.245 1.455 2.726 0.00
H -4.281 2.326 1.526 0.00
H -6.016 2.076 1.258 0.00
H -6.367 -0.761 2.017 0.00
H -6.871 0.002 0.508 0.00
H -5.939 -1.495 0.462 0.00
H -3.702 1.324 -0.662 0.00
H -4.212 -0.299 -1.084 0.00
H -5.413 1.003 -1.024 0.00
H -1.852 -4.648 1.810 0.00
H -0.719 -4.230 3.097 0.00
H -1.841 -5.574 3.321 0.00
H -4.380 -4.363 2.208 0.00
H -4.195 -5.219 3.742 0.00
H -4.947 -3.623 3.711 0.00
H -1.535 -3.137 5.211 0.00
H -3.254 -2.813 5.446 0.00
H -2.652 -4.479 5.481 0.00
O -1.496 0.903 -1.448 0.09
```

ORCA calculation (ωB97M-V/def2-TZVPD) on a structure of composition C34H55BeClN3OP2.

The max |F| comes out at 4.44 eV/A. The value obtained for the energy above the lowest of the compared OMol25 structures with the same formula, charge and spin is 4.707 eV. The calculation puts the HOMO energy at -9.4 eV. The value obtained for the orbital gap is 5.76 eV. Its charge is +1.

XYZ file:
```
97
Properties=species:S:1:pos:R:3:lowdin_charge:R:1
C -1.370 0.699 -2.778 -0.26
C -0.704 2.130 -1.014 -0.20
C -1.723 1.774 -3.572 -0.02
C -0.846 3.229 -1.859 -0.01
C -1.416 3.054 -3.114 -0.02
H -2.127 1.554 -4.555 0.12
H -0.621 4.224 -1.468 0.12
H -1.626 3.916 -3.754 0.12
N -0.762 0.885 -1.570 0.10
P -0.509 -1.909 -2.512 1.18
P 0.568 2.295 1.864 1.20
C -1.660 -0.724 -3.277 -0.24
H -2.681 -1.019 -3.011 0.09
H -1.557 -0.779 -4.380 0.08
C -0.727 2.293 0.492 -0.23
H -0.782 3.446 0.575 0.11
C -0.154 3.545 3.130 -0.63
C 2.501 2.494 1.614 -0.66
C -1.481 -3.451 -1.947 -0.66
C 0.629 -2.169 -3.998 -0.66
C -0.329 2.604 4.337 -0.13
H 0.639 2.298 4.765 0.08
H -0.898 3.126 5.112 0.09
H -0.874 1.692 4.057 0.03
C 0.732 4.725 3.555 -0.10
H 1.707 4.441 3.985 0.07
H 0.870 5.450 2.738 0.08
H 0.150 5.221 4.354 0.10
C -1.513 4.152 2.688 -0.10
H -2.156 4.180 3.559 0.09
H -1.414 5.150 2.277 0.09
H -2.012 3.558 1.925 0.02
C 3.087 2.236 3.011 -0.10
H 2.922 1.184 3.304 0.07
H 4.173 2.420 3.003 0.10
H 2.641 2.841 3.810 0.05
C 3.119 1.463 0.676 -0.09
H 2.994 0.447 1.058 0.05
H 2.712 1.487 -0.340 0.08
H 4.207 1.659 0.607 0.10
C 2.786 3.894 1.075 -0.10
H 2.541 4.685 1.790 0.06
H 3.862 3.960 0.842 0.09
H 2.225 4.080 0.151 0.08
C 1.756 -3.115 -3.578 -0.09
H 2.397 -3.275 -4.458 0.10
H 2.369 -2.681 -2.782 0.05
H 1.373 -4.092 -3.253 0.07
C 1.225 -0.798 -4.356 -0.08
H 0.477 -0.082 -4.712 0.08
H 1.760 -0.351 -3.517 0.07
H 1.948 -0.943 -5.170 0.10
C -0.037 -2.734 -5.271 -0.07
H 0.766 -2.809 -6.027 0.10
H -0.439 -3.744 -5.119 0.06
H -0.824 -2.080 -5.678 0.08
C -2.918 -3.098 -1.538 -0.09
H -3.582 -3.003 -2.408 0.09
H -3.301 -3.926 -0.925 0.10
H -2.966 -2.182 -0.939 0.05
C -0.702 -3.926 -0.707 -0.11
H -0.689 -3.143 0.062 0.06
H -1.203 -4.807 -0.287 0.09
H 0.334 -4.199 -0.949 0.07
C -1.554 -4.581 -2.988 -0.09
H -2.100 -4.277 -3.895 0.08
H -0.576 -4.997 -3.270 0.07
H -2.135 -5.405 -2.538 0.10
Be -0.146 -0.531 -0.730 -0.01
C 1.586 -1.246 -0.740 -0.33
O 2.424 -0.829 -1.527 0.00
N -0.681 -0.260 0.733 -0.01
C -1.073 0.866 1.185 -0.40
C -2.452 0.517 2.009 -0.51
C -3.271 1.657 2.599 -0.08
C -3.378 -0.133 0.944 -0.06
C -2.107 -0.487 3.146 -0.05
H -2.755 2.133 3.454 0.06
H -3.636 2.303 1.778 0.10
H -4.172 1.173 3.024 0.09
H -3.119 -1.199 0.711 0.07
H -4.385 -0.258 1.387 0.08
H -3.537 0.571 0.073 0.11
H -3.032 -1.000 3.481 0.09
H -1.471 -1.322 2.762 0.08
H -1.729 0.051 4.042 0.07
Cl 4.583 -4.987 1.129 0.74
C 3.540 -3.636 1.378 -0.62
C 3.190 -3.256 2.667 -0.03
C 2.304 -2.198 2.823 0.00
C 1.794 -1.545 1.716 -0.02
N 2.111 -1.942 0.434 0.02
C 3.020 -2.985 0.271 -0.01
H 3.574 -3.794 3.504 0.12
H 1.981 -1.854 3.800 0.13
H 1.084 -0.712 1.795 0.09
H 3.254 -3.287 -0.751 0.13
```

ORCA calculation (ωB97M-V/def2-TZVPD) on a structure of composition C34H55BrN3OP2Pb.

The max |F| comes out at 3.52 eV/A. The value obtained for the energy above the lowest of the compared OMol25 structures with the same formula, charge and spin is 0.000 eV. The calculation puts the HOMO energy (alpha / beta) at -16.6 / -16.6 eV. The value obtained for the orbital gap (alpha / beta) is 4.58 / 4.58 eV. Its charge is +3.

XYZ file:
```
97
Properties=species:S:1:pos:R:3:lowdin_charge:R:1
C 2.150 -1.419 -0.940 -0.32
C 1.112 0.421 -1.922 -0.31
C 3.106 -1.448 -1.955 0.02
C 1.960 0.377 -3.025 0.02
C 2.999 -0.560 -3.027 0.03
H 3.900 -2.204 -1.892 0.14
H 1.832 1.106 -3.834 0.14
H 3.700 -0.599 -3.856 0.14
N 1.253 -0.426 -0.878 0.05
P 0.447 -2.729 0.847 1.08
P -0.248 2.309 -0.222 1.13
C 2.116 -2.512 0.140 -0.22
H 2.445 -3.482 -0.269 0.12
H 2.821 -2.229 0.944 0.10
C -2.927 -0.372 3.163 0.01
O -3.711 -0.178 3.976 0.12
C -0.067 1.375 -1.878 -0.26
H 0.004 2.140 -2.671 0.11
C -1.855 3.301 -0.286 -0.66
C 1.231 3.442 0.020 -0.62
C -0.497 -3.763 -0.411 -0.65
C 0.560 -3.554 2.532 -0.67
C -2.994 2.469 0.350 -0.11
H -2.804 2.282 1.417 0.07
H -3.929 3.049 0.265 0.12
H -3.150 1.506 -0.154 0.04
C -1.754 4.590 0.541 -0.07
H -1.523 4.376 1.594 0.09
H -1.028 5.298 0.128 0.08
H -2.741 5.076 0.515 0.11
C -2.220 3.637 -1.736 -0.06
H -3.083 4.322 -1.715 0.12
H -1.409 4.147 -2.274 0.08
H -2.533 2.741 -2.291 0.06
C 1.173 3.989 1.477 -0.07
H 0.661 3.304 2.163 0.05
H 2.198 4.114 1.858 0.10
H 0.682 4.969 1.525 0.08
C 2.526 2.607 -0.108 -0.08
H 2.478 1.696 0.501 0.04
H 2.756 2.337 -1.150 0.08
H 3.373 3.207 0.270 0.11
C 1.249 4.605 -1.004 -0.04
H 0.606 4.459 -1.883 0.07
H 0.975 5.556 -0.527 0.09
H 2.281 4.732 -1.363 0.10
C -0.880 -3.756 3.040 -0.08
H -0.832 -4.194 4.049 0.12
H -1.424 -2.804 3.118 0.05
H -1.458 -4.442 2.406 0.08
C 1.292 -2.624 3.516 -0.09
H 2.321 -2.420 3.199 0.08
H 0.775 -1.668 3.656 0.06
H 1.337 -3.126 4.497 0.11
C 1.313 -4.893 2.498 -0.06
H 2.203 -4.868 1.859 0.09
H 1.644 -5.121 3.522 0.11
H 0.665 -5.723 2.187 0.08
C -0.092 -3.370 -1.841 -0.08
H 0.950 -3.608 -2.077 0.09
H -0.725 -3.939 -2.541 0.12
H -0.274 -2.301 -2.033 0.05
C -2.007 -3.438 -0.237 -0.09
H -2.308 -2.598 -0.886 0.06
H -2.586 -4.332 -0.516 0.11
H -2.284 -3.176 0.797 0.05
C -0.233 -5.266 -0.240 -0.06
H 0.838 -5.513 -0.262 0.10
H -0.695 -5.668 0.671 0.08
H -0.703 -5.782 -1.091 0.12
Pb -0.807 -0.227 0.869 1.25
N -1.880 -0.218 -1.175 0.01
C -1.375 0.459 -2.097 -0.33
C -2.027 0.365 -3.547 -0.52
C -1.523 1.401 -4.531 -0.04
C -1.699 -1.008 -4.127 -0.04
C -3.558 0.489 -3.407 -0.02
H -1.724 2.420 -4.186 0.08
H -0.453 1.281 -4.734 0.08
H -2.068 1.253 -5.475 0.12
H -2.050 -1.789 -3.439 0.08
H -2.217 -1.135 -5.090 0.12
H -0.621 -1.124 -4.297 0.09
H -3.972 1.172 -4.161 0.11
H -4.017 -0.494 -3.563 0.10
H -3.860 0.848 -2.418 0.07
Br 0.404 2.450 6.387 0.83
C 1.356 1.644 4.958 -0.64
C 2.737 1.454 5.021 -0.06
C 3.387 0.883 3.925 -0.01
C 2.627 0.537 2.805 -0.17
N 1.306 0.692 2.762 -0.04
C 0.656 1.251 3.803 -0.22
H 3.274 1.751 5.911 0.12
H 4.455 0.696 3.903 0.13
H 3.104 0.113 1.915 0.11
H -0.411 1.399 3.742 0.08
```

> Which formula does entry 2 have?

C34H55BeClN3OP2

> Look up the max |F| of the second one.

4.44 eV/A